[1]
Density functional theory data (the ωB97M-V functional and the def2-TZVPD basis) for a molecular structure, C22H45IrN2O2P3S in a non-equilibrium geometry.

Its spin multiplicity is 6. The net charge is +4. The HOMO energy (alpha / beta) comes out at -16.32 / -19.46 eV. For the gap between HOMO and LUMO (alpha / beta), the calculation gives 5.69 / 4.81 eV. The calculation puts the relative energy (zero: lowest compared OMol25 entry of this formula, charge and spin) at 42.53 kcal/mol.

Each line ends with the Mulliken spin population.
Positions of all 76 atoms, in Å:
1 P -0.59385 0.72799 -3.49074  0.275
2 C -0.96543 -1.01973 -3.74761  0.024
3 H -0.83893 -1.27957 -4.80858  0.012
4 H -1.99571 -1.24518 -3.45053  -0.002
5 H -0.28296 -1.64668 -3.16032  0.003
6 C -2.09901 1.72368 -3.69366  0.028
7 H -1.83605 2.74081 -4.01646  0.000
8 H -2.62029 1.78171 -2.72929  0.000
9 H -2.75627 1.26173 -4.44156  0.010
10 C 0.53222 1.23730 -4.83699  0.008
11 H -0.02266 1.24584 -5.78775  0.006
12 H 1.36540 0.52733 -4.90231  0.000
13 H 0.94051 2.23762 -4.64089  0.000
14 P 4.37156 0.14946 1.14417  0.642
15 C 4.39074 -1.67202 1.36968  0.066
16 H 5.39240 -2.03742 1.62598  0.034
17 H 4.06150 -2.12060 0.42092  -0.001
18 H 3.67013 -1.94273 2.15476  0.000
19 C 6.05854 0.50927 0.55539  0.071
20 H 6.22505 1.59012 0.65578  -0.003
21 H 6.11898 0.23621 -0.50471  -0.001
22 H 6.79019 -0.05104 1.14752  0.032
23 C 4.49999 0.73863 2.86862  0.060
24 H 5.52496 0.60091 3.23550  0.035
25 H 3.77926 0.21212 3.50594  0.000
26 H 4.24863 1.80997 2.85315  0.001
27 P -2.29158 1.66617 3.01675  0.661
28 C -3.02740 0.23537 3.92675  0.058
29 H -3.58157 0.60112 4.80008  0.024
30 H -2.22234 -0.42330 4.27181  0.003
31 H -3.70360 -0.32226 3.27084  0.003
32 C -2.56806 2.86457 4.40164  0.081
33 H -3.56349 2.69327 4.82770  0.026
34 H -2.49382 3.89819 4.04256  -0.004
35 H -1.81156 2.69073 5.17884  -0.002
36 C -3.80349 2.07941 2.04260  0.076
37 H -4.48597 2.69297 2.64306  0.026
38 H -4.30223 1.14888 1.75017  0.001
39 H -3.51708 2.63158 1.14094  0.003
40 Ir 0.29178 1.44406 -1.26948  1.136
41 C 1.45993 0.03567 -1.77006  0.199
42 O 2.13532 -0.87808 -2.02651  -0.010
43 C -0.05626 -0.05842 0.08289  0.398
44 O 0.78581 -0.48388 0.87712  0.054
45 C 0.75019 2.81886 0.42606  0.113
46 C -0.49155 3.20793 -0.09397  0.049
47 C -0.59460 3.54296 -1.44296  0.035
48 C 0.53407 3.48914 -2.26958  0.108
49 C 1.76965 3.09770 -1.75420  0.127
50 C 1.87185 2.74731 -0.40430  0.157
51 H 0.83250 2.51202 1.46519  0.061
52 H -1.37506 3.18702 0.53993  0.025
53 H -1.56459 3.79751 -1.86328  0.016
54 H 0.43221 3.73107 -3.32503  0.023
55 H 2.62883 2.98985 -2.41721  0.004
56 H 2.81718 2.36423 -0.01893  0.046
57 C -0.48882 -2.60979 2.30427  0.011
58 N -0.49644 -3.09896 0.92364  -0.010
59 C 0.75011 -3.74960 0.46882  0.002
60 C -1.36634 -2.53145 0.03521  0.058
61 S -1.70620 -0.78630 0.08015  0.086
62 N -2.09513 -3.30889 -0.77180  0.050
63 C -3.36920 -2.83968 -1.31464  0.006
64 C -1.73951 -4.72590 -0.91175  0.000
65 H -0.15449 -3.41764 2.96585  0.000
66 H -1.50496 -2.30652 2.58137  -0.006
67 H 0.18392 -1.74857 2.38761  0.003
68 H 0.66348 -4.85013 0.52908  0.000
69 H 0.99654 -3.46010 -0.56515  -0.001
70 H 1.58052 -3.43741 1.12406  0.001
71 H -3.21484 -2.07269 -2.08647  0.001
72 H -3.88254 -3.69893 -1.76048  0.000
73 H -4.00210 -2.42854 -0.51093  -0.004
74 H -2.57943 -5.25405 -1.38157  0.000
75 H -0.84599 -4.83638 -1.55178  0.003
76 H -1.54254 -5.15583 0.07905  0.002

Forces on atoms 1 to 6 (eV/Å):
P -0.2 0.9 -1.4
C -0.1 -0.4 -0.1
H -0.1 0.1 0.2
H 0.2 0.2 -0.1
H -0.1 0.1 -0.2
C -0.2 -0.2 -0.1



[2]
Density functional theory data (the ωB97M-V functional and the def2-TZVPD basis) for a molecular structure, C22H45IrN2P3S in a non-equilibrium geometry.

Its spin multiplicity is 5. The net charge is +3. The HOMO energy (alpha / beta) comes out at -14.33 / -17.29 eV. For the gap between HOMO and LUMO (alpha / beta), the calculation gives 6.26 / 5.04 eV.

Each line ends with the Mulliken spin population.
Positions of all 74 atoms, in Å:
1 Ir 0.59845 -0.22524 -0.85197  0.973
2 P 0.84986 1.21811 -2.42997  0.012
3 P 2.88648 0.30574 0.42946  0.341
4 P -1.60269 -1.07276 -1.49081  0.140
5 H 1.12762 2.66099 3.78381  0.001
6 C 0.18382 2.15855 3.52834  0.007
7 C -0.10765 0.92685 3.96532  -0.002
8 H 0.61124 0.34249 4.55852  0.002
9 C 0.51609 2.96351 -2.03342  0.069
10 C 2.61288 1.17778 -2.97855  0.037
11 C 0.01607 0.90384 -4.03920  0.015
12 C 2.67087 -0.16633 2.15979  0.078
13 C 4.55385 -0.38295 0.05651  0.010
14 C 3.16467 2.08653 0.55000  0.022
15 C -2.56878 -1.62061 -0.02620  0.024
16 C -1.46854 -2.64543 -2.44437  0.004
17 C -2.86977 -0.17841 -2.49169  0.024
18 H -0.52956 2.74839 2.93976  0.002
19 H -1.09305 0.46765 3.82769  -0.004
20 H 0.68474 3.56240 -2.94123  0.006
21 H 1.16980 3.29374 -1.21402  -0.023
22 H -0.52612 3.09176 -1.70670  0.000
23 H 2.64939 1.60168 -3.99091  0.001
24 H 2.97106 0.13864 -3.00871  -0.002
25 H 3.25411 1.75195 -2.29958  -0.001
26 H 0.69055 1.27354 -4.82298  0.001
27 H -0.92774 1.45469 -4.10497  -0.001
28 H -0.15964 -0.16912 -4.19927  0.003
29 H 3.57200 0.18077 2.68905  0.010
30 H 2.56962 -1.25340 2.26382  -0.006
31 H 1.78820 0.32653 2.58479  -0.030
32 H 5.25906 -0.05844 0.83754  0.001
33 H 4.93149 -0.03745 -0.91426  -0.002
34 H 4.52946 -1.48149 0.04384  0.000
35 H 3.79506 2.24805 1.43524  0.009
36 H 2.20288 2.59324 0.68060  0.002
37 H 3.68310 2.47038 -0.33656  -0.002
38 H -3.60138 -1.82340 -0.33844  0.003
39 H -2.59870 -0.83085 0.73234  0.004
40 H -2.13668 -2.53394 0.40244  -0.004
41 H -2.36157 -2.75615 -3.07433  0.001
42 H -1.41597 -3.49542 -1.75110  -0.002
43 H -0.58172 -2.63482 -3.09087  0.002
44 H -3.62118 0.26690 -1.82698  -0.002
45 H -3.35459 -0.89416 -3.17432  0.004
46 H -2.42334 0.62689 -3.08114  -0.006
47 C -3.25830 2.45272 1.00834  0.151
48 C -4.06724 3.56325 0.62799  0.129
49 C -4.92503 4.14117 1.55501  0.010
50 C -5.02153 3.61911 2.85688  0.217
51 C -4.26215 2.49308 3.22476  0.041
52 C -3.40592 1.89210 2.30385  0.074
53 S -2.11539 1.82842 -0.05531  1.324
54 H 2.19710 -0.60332 -1.08822  0.253
55 H -3.93916 3.94555 -0.38612  -0.008
56 H -5.50783 5.01784 1.29437  0.005
57 H -5.69378 4.10010 3.57298  0.000
58 H -4.31983 2.08215 4.23411  0.004
59 H -2.78413 1.04219 2.58089  -0.013
60 C 0.42133 -4.64107 2.50477  0.000
61 C 0.77540 -3.88125 1.29572  0.013
62 C 1.52346 -4.22642 0.18160  -0.008
63 C 1.55379 -3.12266 -0.67003  0.020
64 N 0.86913 -2.12114 -0.06448  0.060
65 N 0.39392 -2.59992 1.10077  -0.028
66 C 2.18186 -2.97355 -1.99240  0.049
67 H -0.29201 -5.43845 2.26988  0.001
68 H 1.32444 -5.10127 2.91605  0.000
69 H -0.02152 -4.01418 3.28205  0.000
70 H 1.98435 -5.16887 -0.03572  0.001
71 H -0.23827 -2.04883 1.69170  0.008
72 H 3.27584 -2.91222 -1.89272  -0.001
73 H 1.92104 -3.83913 -2.61265  0.006
74 H 1.83666 -2.06662 -2.51034  -0.030

Forces on atoms 1 to 6 (eV/Å):
Ir 0.2 -1.8 1.2
P 1.0 0.9 -2.7
P -0.1 0.5 1.3
P -0.3 -0.1 0.3
H -0.4 -0.3 -0.2
C -0.2 -0.3 0.2



[3]
Density functional theory data (the ωB97M-V functional and the def2-TZVPD basis) for 3 unconnected molecules or ions with the total composition C22H45N4O5 in a non-equilibrium geometry.

The net charge is +1. The HOMO energy comes out at -11.32 eV. For the gap between HOMO and LUMO, the calculation gives 8.06 eV.

Each line ends with the Löwdin charge.
Positions of all 76 atoms, in Å:
1 C -6.19269 3.51608 3.94475  -0.125
2 C -6.52857 2.00205 4.49792  -0.193
3 C -5.95648 1.00060 3.33911  -0.161
4 O -5.51046 -0.30085 3.89297  -0.064
5 N -4.31532 -0.58622 3.34217  -0.093
6 C -2.97684 -0.60656 3.95484  0.098
7 N -1.95059 -0.92856 2.96658  -0.021
8 C -0.45761 -1.03598 3.06146  -0.102
9 C 0.14727 -2.34776 2.27513  -0.157
10 C 1.45888 -2.01312 1.39635  -0.207
11 C 1.16744 -1.50945 -0.10835  -0.209
12 C 0.40810 -2.58122 -1.05199  -0.208
13 C -0.42300 -1.88157 -2.24924  -0.227
14 C 0.43718 -1.57193 -3.58702  -0.185
15 C 0.25813 0.02767 -3.91083  -0.206
16 C 1.01516 0.95282 -2.81134  -0.188
17 C 1.60432 2.31955 -3.43560  -0.200
18 O 1.56498 3.44075 -2.48348  -0.242
19 C 2.62387 3.32181 -1.49819  -0.139
20 C -2.72323 -1.10391 1.73858  -0.106
21 N -2.25095 -1.40521 0.37255  0.110
22 C -4.27070 -0.90735 1.89350  -0.094
23 N -5.34413 -0.98012 0.88030  0.155
24 C -6.16932 -1.98461 1.14513  -0.093
25 O -6.83116 -3.04891 1.05964  0.163
26 H -6.86308 4.31058 4.44015  0.086
27 H -5.06316 3.67158 4.16693  0.086
28 H -6.34567 3.48604 2.78944  0.084
29 H -5.92364 1.88726 5.46713  0.113
30 H -7.66526 1.89119 4.62588  0.115
31 H -6.77058 0.82097 2.52363  0.139
32 H -5.11147 1.58091 2.80865  0.131
33 H -2.73648 -0.39577 5.06883  0.177
34 H -0.20123 -1.09165 4.19251  0.145
35 H -0.00491 -0.08545 2.57628  0.144
36 H 0.50395 -3.05591 3.13226  0.120
37 H -0.67067 -2.94160 1.71534  0.102
38 H 2.12270 -2.95567 1.36105  0.117
39 H 2.07926 -1.18879 1.92991  0.111
40 H 2.21293 -1.33376 -0.59871  0.121
41 H 0.62286 -0.49172 -0.18106  0.089
42 H -0.36148 -3.16326 -0.40629  0.089
43 H 1.14368 -3.33606 -1.54545  0.125
44 H -0.82472 -0.87222 -1.86673  0.070
45 H -1.32471 -2.56431 -2.50592  0.116
46 H -0.11878 -2.10601 -4.45998  0.113
47 H 1.54067 -1.88357 -3.53499  0.116
48 H 0.64536 0.28313 -4.97715  0.116
49 H -0.85881 0.32360 -3.89870  0.114
50 H 0.25122 1.24927 -1.99664  0.111
51 H 1.79966 0.27976 -2.29813  0.094
52 H 2.70821 2.15953 -3.74401  0.120
53 H 0.94083 2.62253 -4.32736  0.136
54 H 3.60256 3.87061 -1.80410  0.099
55 H 2.31235 3.80569 -0.48392  0.098
56 H 2.89330 2.21829 -1.24217  0.091
57 H -2.97016 -1.19088 -0.33836  0.102
58 H -1.47300 -0.72189 0.20618  0.083
59 C 4.88795 3.48629 -7.44562  -0.093
60 C 3.88775 3.10064 -6.37447  -0.338
61 O 4.06847 1.73970 -6.00347  -0.102
62 H 4.77121 2.84948 -8.32686  0.079
63 H 4.75750 4.52937 -7.74422  0.076
64 H 5.91228 3.34861 -7.08635  0.074
65 H 2.86684 3.21927 -6.74485  0.113
66 H 4.00684 3.72632 -5.48403  0.105
67 H 4.97188 1.64617 -5.66889  0.086
68 C 4.57548 -2.56184 4.83095  -0.090
69 C 4.55878 -3.23520 3.47333  -0.307
70 O 4.03351 -2.34766 2.49229  -0.127
71 H 3.56610 -2.25474 5.11975  0.070
72 H 4.97187 -3.23438 5.59546  0.079
73 H 5.18927 -1.65640 4.80642  0.075
74 H 3.92733 -4.12660 3.49643  0.115
75 H 5.56740 -3.53436 3.17265  0.113
76 H 4.60347 -1.56508 2.47201  0.095

Forces on atoms 1 to 6 (eV/Å):
C 0.2 -1.3 -0.2
C 0.6 0.7 -1.0
C -1.5 2.3 -0.1
O 0.4 1.1 0.2
N 4.1 -1.4 -2.5
C -0.8 -0.1 -1.6



> What is the net charge in the second record?

+3



> Look up the net charge of the first one.

+4